No. 1
Formula: C34H44AlN6O6Si
Source: the OMol25 dataset
Level of theory: ωB97M-V/def2-TZVPD

CARTESIAN COORDINATES (ANGSTROEM)
Al: 0.17643 -1.45050 0.30954
C: -0.66197 -0.88111 4.46563
C: 0.60935 -0.91810 5.01278
C: 1.70467 -1.12259 4.18839
C: 1.49584 -1.29445 2.83448
N: 0.25697 -1.28617 2.31449
C: -0.79819 -1.06816 3.10413
C: 2.58790 -1.45202 1.83342
C: 3.93231 -1.39000 2.13605
C: 4.85348 -1.48040 1.10290
C: 4.41021 -1.61592 -0.20081
C: 3.04919 -1.67047 -0.43249
N: 2.16566 -1.60837 0.56827
H: -1.53540 -0.70415 5.07686
H: 0.75249 -0.77697 6.07626
H: 2.70306 -1.13622 4.60001
H: -1.76247 -1.03868 2.61215
H: 4.26646 -1.25424 3.15391
H: 5.91280 -1.42810 1.31854
H: 5.10086 -1.66460 -1.03075
H: 2.63504 -1.74966 -1.43113
O: 0.14216 -2.22008 -1.40810
N: -1.05275 -2.27197 -1.90340
N: -1.94960 -2.09430 -1.02946
O: -1.63499 -1.88479 0.24554
C: -3.35033 -2.11075 -1.39545
C: -4.27233 -1.74653 -0.43345
C: -5.61785 -1.73015 -0.77610
C: -6.01736 -2.07399 -2.05808
C: -5.06821 -2.43925 -3.00719
C: -3.72292 -2.46058 -2.68467
H: -3.94134 -1.47058 0.55550
H: -6.35212 -1.44259 -0.03539
H: -7.06718 -2.05932 -2.32097
H: -5.37716 -2.70808 -4.00885
H: -2.97643 -2.73413 -3.41673
C: 2.48116 3.55501 2.30864
C: 1.12090 3.34482 1.66429
C: 0.52517 4.67567 1.22942
C: 0.18484 2.61082 2.61968
O: 1.35985 2.51437 0.52236
Si: 0.36105 1.73634 -0.51114
O: 0.20864 0.23091 0.00269
O: 1.04036 1.70638 -1.99221
C: 2.04799 2.43560 -2.69972
C: 3.38972 1.77479 -2.40193
C: 2.07417 3.90002 -2.27607
C: 1.70074 2.31372 -4.17382
O: -1.08240 2.49057 -0.50805
C: -2.11687 2.71558 -1.46816
C: -2.17458 1.56640 -2.46442
C: -3.41414 2.79454 -0.67846
C: -1.83045 4.02759 -2.18040
H: 2.39283 4.16706 3.20868
H: 3.15475 4.05657 1.61158
H: 2.91983 2.59153 2.58077
H: 0.35564 5.31387 2.09972
H: -0.42656 4.51954 0.72031
H: 1.20701 5.19299 0.55129
H: 0.04483 3.18829 3.53597
H: 0.61222 1.63682 2.88263
H: -0.79250 2.45065 2.15443
H: 3.54050 1.72051 -1.32010
H: 4.21098 2.34793 -2.83734
H: 3.41465 0.76358 -2.81974
H: 2.36556 3.99565 -1.22996
H: 1.08807 4.35382 -2.40486
H: 2.78685 4.45336 -2.89078
H: 1.56247 1.26320 -4.43676
H: 2.49747 2.72935 -4.79445
H: 0.77609 2.85146 -4.39490
H: -2.40678 0.63565 -1.94356
H: -1.22212 1.44747 -2.98940
H: -2.96110 1.74915 -3.19935
H: -3.57501 1.85973 -0.13517
H: -4.26347 2.96145 -1.34459
H: -3.36944 3.61323 0.04245
H: -0.87519 3.96993 -2.70756
H: -1.78494 4.84942 -1.46346
H: -2.61215 4.24714 -2.91073
N: -0.14687 -9.13817 1.44829
C: -0.04508 -7.99952 1.34084
C: 0.08531 -6.56697 1.20644
C: 1.01693 -6.02429 0.33208
C: 1.10110 -4.64802 0.23784
N: 0.33523 -3.81715 0.94978
C: -0.55915 -4.35425 1.78298
C: -0.72165 -5.71584 1.94890
H: 1.65569 -6.65927 -0.26525
H: 1.80725 -4.19308 -0.44698
H: -1.18116 -3.66219 2.33697
H: -1.46056 -6.10576 2.63448

Summary:
max |F|: 0.36 eV/A
E: -2634.0696 Ha
gap between HOMO and LUMO: 8.00 eV
spin multiplicity: 1
ΔE to the lowest compared entry with this formula, charge and spin: 0.6621 eV
E_HOMO: -0.4266 Eh
total charge: +1

Atomic partial charges in e from the Mulliken method, atoms 1 to 5: Al -1.060; C -0.900; C -0.970; C -0.443; C 0.460

=====

No. 2
Formula: C34H44BBaN10O2PS3
Source: the OMol25 dataset
Level of theory: ωB97M-V/def2-TZVPD

CARTESIAN COORDINATES (ANGSTROEM)
Ba: 0.45469 -0.02251 0.11945
C: -2.45933 -1.54735 -4.52450
C: -1.93780 -1.58972 -3.09240
C: -1.80078 -3.03012 -2.59933
C: -2.79335 -0.77778 -2.16210
C: -4.17808 -0.54102 -2.21963
C: -4.43929 0.20370 -1.09023
N: -3.28711 0.39770 -0.42926
N: -2.25910 -0.20890 -1.08592
B: -3.14128 1.22257 0.86969
N: -2.67530 0.34153 2.06740
C: -3.27454 0.29164 3.26745
C: -2.61299 -0.62584 4.05684
C: -1.59242 -1.12038 3.22766
N: -1.62136 -0.51826 2.04135
C: -0.56537 -2.18042 3.51685
C: -1.17760 -3.33728 4.30411
C: 0.65361 -1.61933 4.25100
N: -2.24868 2.47008 0.66010
C: -2.59043 3.73859 0.93627
C: -1.51955 4.55697 0.63848
C: -0.53948 3.67632 0.15074
N: -0.98127 2.42317 0.17544
C: 0.84298 3.95933 -0.36337
C: 0.87509 3.95718 -1.89211
C: 1.41161 5.25248 0.20524
H: -1.76619 -2.05853 -5.19609
H: -2.59147 -0.52332 -4.87885
H: -3.42635 -2.05446 -4.60354
H: -0.94031 -1.14529 -3.07670
H: -2.78439 -3.50973 -2.55728
H: -1.36072 -3.06580 -1.60196
H: -1.15466 -3.61013 -3.26210
H: -4.87973 -0.86211 -2.97154
H: -5.35669 0.62365 -0.70902
H: -4.23962 1.63590 1.17120
H: -4.14367 0.89969 3.46015
H: -2.85368 -0.92072 5.06472
H: -0.23133 -2.56658 2.55052
H: -1.44062 -3.02167 5.31879
H: -0.46111 -4.15734 4.38896
H: -2.08270 -3.71618 3.82582
H: 0.34976 -1.14616 5.18999
H: 1.18049 -0.86885 3.66034
H: 1.36412 -2.41723 4.48351
H: -3.56767 3.95880 1.33563
H: -1.45509 5.62564 0.75805
H: 1.47903 3.14410 -0.01993
H: 0.24578 4.75939 -2.29059
H: 0.50004 3.01481 -2.29780
H: 1.89415 4.09897 -2.26213
H: 0.84755 6.12272 -0.14736
H: 2.45048 5.37978 -0.10780
H: 1.38605 5.25061 1.29725
C: 3.43593 -6.34879 -0.91118
C: 3.21207 -5.06041 -0.15720
O: 2.56317 -4.14727 -1.05808
P: 2.64547 -2.56753 -0.76975
S: 1.59793 -1.74885 -2.23694
S: 2.25767 -2.20476 1.13341
O: 4.20504 -2.23410 -0.93529
C: 4.83236 -2.30004 -2.22589
C: 6.32213 -2.34326 -1.99077
H: 3.87658 -7.10336 -0.25499
H: 4.10880 -6.19388 -1.75582
H: 2.49172 -6.73650 -1.29512
H: 4.15352 -4.63397 0.19481
H: 2.57359 -5.20537 0.71453
H: 4.54188 -1.41582 -2.79515
H: 4.47451 -3.17506 -2.77252
H: 6.64375 -1.46929 -1.42260
H: 6.85393 -2.35011 -2.94589
H: 6.60141 -3.23720 -1.43087
S: 6.82894 3.99152 3.55293
N: 6.67374 3.30882 2.06827
C: 5.43254 2.87604 1.97927
C: 4.83040 2.23100 0.82794
C: 5.52467 2.06617 -0.35909
C: 4.90683 1.49831 -1.45598
C: 3.57048 1.09127 -1.31374
N: 2.86651 1.19932 -0.20305
C: 3.46944 1.78833 0.90453
C: 2.70978 2.00442 2.07767
N: 1.39051 1.58584 2.11556
C: 0.65131 1.88355 3.16305
C: 1.11927 2.58131 4.28691
C: 2.44527 2.96834 4.29130
C: 3.26197 2.69993 3.20191
C: 4.64979 3.11557 3.16197
N: 5.31189 3.72781 4.12311
H: 6.55304 2.40666 -0.40169
H: 5.41748 1.36791 -2.40028
H: 3.05957 0.63578 -2.15604
H: -0.38429 1.55039 3.13108
H: 0.45298 2.78701 5.11267
H: 2.87362 3.49832 5.13462

Summary:
max |F|: 1.18 eV/A
E: -3606.7639 Ha
gap between HOMO and LUMO (spin up / spin down): 4.56 / 7.90 eV
spin multiplicity: 2
ΔE to the lowest compared entry with this formula, charge and spin: 0.0000 eV
E_HOMO (spin up / spin down): -0.0828 / -0.2054 Eh
total charge: -1

Atomic partial charges in e from the Mulliken method, atoms 1 to 5: Ba 0.820; C -1.804; C 1.549; C -1.299; C -0.196